Here is a 7-piece molecular cluster, C29H58O8 overall from the OMol25 dataset. Energies are from ωB97M-V with the def2-TZVPD basis set.

XYZ file:
```
95
Properties=species:S:1:pos:R:3:forces:R:3
H 9.144804 8.581524 -0.834450 -0.01 0.01 -0.01
C -3.165319 -2.887043 -2.156425 0.12 -0.08 -0.08
H 1.733634 -0.836289 -0.178268 0.02 -0.01 -0.03
H -3.272629 -0.242198 3.965283 0.01 -0.16 0.04
H -4.310618 -4.600371 -2.938012 0.02 -0.01 0.01
H -5.423392 -1.815775 4.485038 0.04 0.17 -0.07
H -5.501862 -0.542474 3.251025 0.05 -0.12 0.02
H 0.701544 -4.357744 8.532114 0.00 0.00 0.00
C 0.941460 -0.607652 -2.234304 0.04 0.08 0.08
H -5.770645 -4.244157 -0.633669 0.00 0.02 0.02
H -3.982692 -1.213824 -1.038053 0.02 0.01 -0.01
C 8.792942 7.552470 -0.889789 0.01 -0.02 0.00
H 1.716942 0.131228 -2.449117 -0.01 0.00 -0.01
C -0.610576 -4.069431 6.839206 -0.04 0.00 0.00
H -0.915555 -5.025659 8.781197 -0.01 0.00 0.01
H 5.226836 3.498079 0.275245 0.00 0.00 0.00
C 3.134796 3.311337 -0.398036 0.03 -0.05 -0.01
H -1.882738 -2.778784 8.919370 0.00 0.00 0.00
C 7.357113 5.972085 -1.902057 0.01 -0.01 0.01
H -2.512194 -1.892869 -0.320948 -0.04 0.03 -0.10
H 8.997577 6.922137 -2.992198 0.01 0.00 0.01
O -0.895579 0.669879 -1.463294 0.00 0.05 -0.05
C -3.428736 -2.140275 -0.859409 0.04 0.05 -0.19
H -2.670239 0.263306 -5.262707 -0.01 0.00 0.02
C 4.976344 2.715216 -1.751264 -0.01 -0.02 0.03
O -4.224340 -3.015672 -0.051082 -0.02 -0.10 -0.06
H -4.350099 -2.832042 -5.543827 -0.02 -0.02 -0.02
H 7.875627 7.013002 1.030124 -0.01 -0.01 0.00
H -5.940145 -2.051493 -5.645437 0.00 0.01 0.02
H -0.909847 -1.020593 7.598406 0.00 0.00 -0.02
H -4.450417 -2.422316 -7.922479 0.01 0.00 0.00
H 3.036787 2.390919 0.182948 -0.01 0.00 -0.01
H 4.720756 4.692380 -0.915106 0.01 0.00 0.02
H -1.642312 -4.330630 6.582084 0.00 -0.01 0.01
H -3.072499 -1.924753 4.413787 0.06 0.08 -0.08
C -0.059891 -2.058405 3.403135 0.45 -0.01 -0.49
H 7.934978 5.041220 -1.910154 0.01 0.00 -0.02
C 0.794198 -0.809505 -0.726679 -0.03 -0.03 -0.02
C -4.994863 -1.468621 3.539711 -0.05 -0.16 -0.14
C -4.569219 -1.548337 -7.283817 0.01 0.05 0.00
C 2.669643 3.084916 -1.830212 -0.04 0.03 0.01
H 2.358131 4.023985 -2.300530 -0.01 0.01 0.02
O -4.395584 -0.834513 -5.038867 -0.01 -0.01 0.06
H -5.368947 -0.929393 -7.695577 0.00 0.00 0.00
H 1.187044 -1.522687 -2.772135 -0.02 0.00 -0.01
H -2.060478 -0.713342 2.051029 0.06 -0.14 0.10
H -0.430372 0.585574 -3.470851 0.00 0.05 0.04
H 6.940128 8.169781 0.065241 0.01 0.01 0.00
H 7.621347 7.978997 -2.657473 0.00 0.00 0.00
H -2.732976 -3.659764 2.534564 0.16 0.07 -0.01
C -0.361148 -4.200988 8.336019 0.02 0.01 0.00
H -1.138033 -0.887248 -2.782087 0.03 -0.01 -0.07
H 0.549552 1.263250 -0.115297 0.02 -0.02 0.02
C -2.735262 -1.531970 2.306643 -0.35 0.08 -0.02
H -2.995140 -2.218112 -2.998905 -0.07 0.01 0.00
C 4.609073 3.651719 -0.607869 -0.03 0.02 -0.02
H -1.602444 -3.097456 1.306880 0.12 0.11 0.12
C -4.709984 -4.102311 -0.844614 0.05 0.00 -0.02
H 0.736164 -1.618951 7.878750 0.00 0.00 0.02
H -0.692993 0.179085 0.532993 0.00 0.02 -0.03
C -3.474201 -1.267177 3.635002 -0.02 0.08 0.05
H -2.430827 -1.385241 -6.999269 0.00 0.00 0.00
C -0.794640 -2.826001 8.841527 -0.03 -0.01 -0.01
H 0.378950 -2.027604 4.407132 -0.12 -0.24 -0.01
H 0.261118 -1.741894 -0.525547 -0.01 0.01 0.06
H -2.292040 -3.535962 -2.046402 0.01 0.01 0.00
O 0.301858 -1.345799 2.501028 -0.24 0.04 0.09
H -3.467918 -1.593632 1.490013 0.19 0.10 0.43
H 5.284716 1.732461 -1.377342 0.01 0.01 0.01
H 2.570539 4.094100 0.106674 0.01 0.01 0.00
H -3.091965 -0.057757 -7.960202 -0.01 0.00 0.00
C -0.436620 -0.065925 -2.594908 -0.04 -0.13 -0.05
C 7.594687 7.293065 0.014325 0.00 0.01 -0.03
C -3.572649 0.027235 -5.828029 0.00 0.00 -0.02
H -4.114128 0.959546 -6.019357 0.01 0.00 -0.01
H -5.237842 -3.113747 -2.695327 -0.01 -0.01 0.00
H 1.843769 2.375499 -1.902308 -0.01 0.01 -0.03
C -4.875125 -1.915551 -5.837991 0.04 -0.05 0.02
H 0.058911 -4.681540 6.234353 0.00 0.01 -0.02
C -2.015733 -2.869022 2.294109 -0.15 -0.19 -0.38
C -3.291795 -0.724897 -7.123141 0.01 -0.02 0.01
H 6.502551 5.852481 -2.569944 -0.01 -0.01 0.01
H 5.772720 3.106448 -2.386610 0.00 -0.01 -0.02
O 3.794050 2.561286 -2.539590 -0.01 -0.03 -0.01
H -0.371370 -2.560565 9.809022 0.01 -0.01 0.00
O -0.995091 -3.005358 3.307049 -0.30 0.29 0.54
H -4.175503 -5.016191 -0.561928 -0.01 0.00 -0.01
H 9.620750 6.892785 -0.621741 0.00 0.00 0.00
C 8.232172 7.167144 -2.257474 -0.01 0.02 0.00
C -4.428225 -3.728437 -2.295505 -0.12 0.04 0.01
C -0.065976 0.383118 -0.334050 0.04 -0.01 0.07
C -0.304824 -1.919902 7.719499 0.00 -0.03 0.02
H -5.246356 -2.217422 2.778413 0.08 0.05 0.13
O 6.876502 6.209771 -0.577961 -0.01 -0.01 0.01
O -0.388120 -2.693757 6.520684 0.03 0.06 0.02
```
Forces are in eV/Å.

The HOMO energy comes out at -9.09 eV. Its HOMO-LUMO gap is 9.967 eV. Its energy relative to the best compared isomer or geometry (same formula, charge and spin) is 0.0 kJ/mol. Its total energy is -47391.0712 eV. The LUMO energy comes out at 0.0324 Eh.